Below is C23H30BrF24GaNO3 as an isolated structure, with properties calculated with the ωB97M-V functional and the def2-TZVPD basis.

The geometry in XYZ format:
```
83
Properties=species:S:1:pos:R:3:lowdin_charge:R:1
F 2.43 5.17 5.79 0.091
F 3.64 -1.29 -7.68 0.101
F 2.99 -3.20 -6.82 0.099
H 1.37 -1.52 -1.31 0.094
F 0.96 6.29 4.62 0.078
H 0.05 2.67 8.63 0.149
H -0.20 4.41 8.85 0.143
F -5.93 -6.52 1.15 0.094
C 1.77 -0.63 -0.80 -0.275
H -4.57 -2.75 -3.45 0.175
H -0.53 -2.31 -8.60 0.148
H -1.12 0.32 0.92 0.065
H 1.65 5.45 10.25 0.168
H -5.61 -2.14 0.98 0.151
F 0.11 5.96 7.15 0.127
C 0.43 3.66 8.37 -0.051
H -4.07 -2.99 1.08 0.152
H 1.49 0.79 -3.98 0.061
C 0.15 4.90 6.31 -0.531
H 2.25 5.96 0.36 0.073
C -5.01 -2.93 0.53 -0.036
C 1.84 3.71 8.97 -0.441
C -3.98 -3.44 -2.85 -0.277
C 2.34 5.06 9.50 -0.312
H 1.20 4.30 4.47 0.128
F 3.55 4.89 10.07 0.089
C 1.90 0.03 -3.30 -0.115
F 2.47 5.95 8.50 0.099
C -3.66 -2.82 -1.48 -0.555
H 0.87 -1.16 1.05 0.073
F 1.78 2.91 10.09 0.079
Ga 1.79 1.17 1.53 0.075
F 1.00 -5.10 -6.93 0.145
F -6.70 -4.37 -0.29 0.140
H 3.02 -2.84 -8.78 0.170
C 1.21 5.10 5.21 -0.299
C -0.02 -4.50 -6.30 -0.542
C 1.00 3.02 1.12 -0.241
Br 1.17 0.71 3.84 0.003
C 2.50 4.90 0.22 -0.054
H 3.38 1.19 1.38 -0.051
F 1.29 -0.97 -8.90 0.088
O 0.36 3.73 6.97 0.053
C 1.35 -1.82 -7.82 -0.442
H 2.77 -0.90 -0.45 0.092
F 1.35 -3.43 -4.70 0.103
C -0.53 0.06 0.03 -0.156
C 0.91 -0.27 0.41 -0.464
H 3.59 4.83 0.17 0.075
H 1.14 1.25 -1.69 0.080
F -3.00 -1.67 -1.73 0.144
H 1.29 -0.87 -3.41 0.049
H -4.38 -5.44 1.80 0.174
F -1.08 -5.35 -6.35 0.136
C 2.80 -2.34 -7.84 -0.311
H 2.91 -0.21 -3.67 0.067
H 2.09 4.58 -0.73 0.061
C -5.05 -5.52 0.94 -0.306
H 3.04 5.10 2.60 0.053
F -2.80 -3.69 -3.48 0.087
H -0.55 -3.88 -4.28 0.159
H 0.60 -3.66 -8.69 0.145
H 0.65 3.05 0.09 0.035
H 0.13 3.14 1.77 0.054
C 1.98 4.09 1.40 -0.537
F -4.33 -5.83 -0.16 0.097
C 0.31 -4.28 -4.81 -0.281
F 0.66 -5.47 -4.27 0.101
H -0.61 0.92 -0.65 0.055
F -1.06 4.84 5.70 0.134
F 1.13 -1.12 -6.71 0.151
F 2.75 3.18 8.13 0.159
O -4.81 -2.54 -0.81 0.053
H -1.04 -0.78 -0.46 0.048
F -6.53 -4.03 1.87 0.093
H 2.86 1.03 -1.65 0.099
C 1.92 0.51 -1.84 -0.265
O -0.38 -3.32 -6.89 0.053
F -4.64 -4.61 -2.70 0.106
C -5.82 -4.21 0.72 -0.441
C 0.24 -2.85 -8.06 -0.043
F -2.84 -3.61 -0.78 0.155
N 2.40 4.30 2.58 0.101
```

For the largest force on an atom, the calculation gives 0.5 eV Å⁻¹. The total charge is -1. The calculation puts the LUMO energy at 0.0690 Eh. The value obtained for the frontier orbital gap is 6.8 eV.